# 1
The following is a DFT calculation (ωB97M-V/def2-TZVPD) of a molecular structure, C4H4Cl4OS at a distorted geometry.

Structure (XYZ):
```
14
Properties=species:S:1:pos:R:3
C -0.7754 0.6701 -1.1371
C 0.6854 0.5366 -1.4577
C -0.9097 0.6737 0.3236
C 0.1823 -1.6797 1.7484
O 1.6274 0.3330 1.3225
S 0.6721 -0.4552 0.5918
Cl -1.3891 -0.9410 -1.5935
Cl 1.6267 1.9325 -1.1024
Cl -0.7647 2.3280 0.9828
Cl 1.6048 -2.3508 2.4096
H -1.3331 1.2784 -1.8735
H 0.9164 0.0084 -2.3710
H -1.7375 0.2426 0.6956
H -0.4057 -2.5766 1.4609
```

Results
- Lowest unoccupied orbital energy (alpha / beta): -1.25 / -1.09 eV
- Spin multiplicity: 1
- Charge: 0
- Kohn-Sham gap (alpha / beta): 7.0 / 7.6 eV

# 2
The following is a DFT calculation (ωB97M-V/def2-TZVPD) of a molecular structure, C4H4ClF at a distorted geometry.

Structure (XYZ):
```
10
Properties=species:S:1:pos:R:3
C 0.3358 0.5572 -1.8567
C 0.6009 -0.0370 -0.6551
C -0.1198 0.1275 0.6761
C -0.4827 -0.6685 1.7311
H -0.7252 1.0504 -2.2905
H 1.4582 -0.6906 -0.6110
H -0.4529 1.4431 0.8849
H 0.0240 -1.6996 2.0100
F 1.1032 0.3225 -2.7815
Cl -1.7416 -0.4049 2.8928
```

Results
- Lowest unoccupied orbital energy: 0.70 eV
- Spin multiplicity: 1
- Charge: 0
- Kohn-Sham gap: 9.4 eV

# 3
The following is a DFT calculation (ωB97M-V/def2-TZVPD) of C4H4ClF in the gas phase at a distorted geometry.

Structure (XYZ):
```
10
Properties=species:S:1:pos:R:3
C 0.8645 0.4228 0.0414
C -0.1358 -0.3986 0.0698
C -1.5431 0.0382 -0.0307
C -2.0862 1.2258 -0.0218
H 0.7548 1.4922 0.1448
H 0.0192 -1.4819 0.1095
H -1.4822 2.0987 0.0347
H -3.1193 1.3540 -0.0475
F -2.3923 -1.0770 -0.0129
Cl 2.5154 -0.0882 -0.0281
```

Results
- Lowest unoccupied orbital energy: 0.49 eV
- Spin multiplicity: 1
- Charge: 0
- Kohn-Sham gap: 9.8 eV
- SMILES: C=C(F)/C=C/Cl

# 4
The following is a DFT calculation (ωB97M-V/def2-TZVPD) of C4H4ClFOS in the gas phase at a distorted geometry.

Structure (XYZ):
```
12
Properties=species:S:1:pos:R:3
C 1.4429 -0.4289 -0.5645
C 0.0381 -0.4548 0.2723
C -0.7347 1.6273 0.9197
C -0.9674 -1.2697 -0.2276
H 1.4917 0.5478 -1.0755
H 1.5789 -1.2057 -1.1834
H -0.6470 2.3253 1.8537
H -0.6127 -1.9485 -1.1696
O -0.1565 0.4968 1.3184
F 2.6332 -0.4595 0.2015
S -1.4343 2.1454 -0.5300
Cl -2.6321 -1.3755 0.1850
```

Results
- Lowest unoccupied orbital energy: -0.02 eV
- Spin multiplicity: 1
- Charge: 0
- Kohn-Sham gap: 9.2 eV
- SMILES: FC/C(=C/Cl)OC=S

# 5
The following is a DFT calculation (ωB97M-V/def2-TZVPD) of C4H4ClISi in the gas phase at a distorted geometry.

Structure (XYZ):
```
11
Properties=species:S:1:pos:R:3
C -0.7442 -1.1367 0.1528
C 0.7199 -1.0562 0.1679
C -1.3221 0.0630 0.0058
C 1.3343 0.1059 -0.0609
Si 0.0051 1.4266 0.0251
Cl -2.9676 0.4092 -0.0828
I 3.4152 0.0651 -0.0180
H -1.3149 -1.9564 0.3143
H 1.3310 -1.8364 0.4103
H 0.0012 2.3712 -0.9586
H -0.0507 1.9669 1.4109
```

Results
- Lowest unoccupied orbital energy: -0.06 eV
- Spin multiplicity: 1
- Charge: 0
- Kohn-Sham gap: 8.5 eV
- SMILES: ClC1=CC=C(I)[SiH2]1

# 6
The following is a DFT calculation (ωB97M-V/def2-TZVPD) of C4H4ClN3 in the gas phase at a distorted geometry.

Structure (XYZ):
```
12
Properties=species:S:1:pos:R:3
C 0.5180 -0.2246 0.4480
C 0.2975 -1.2642 1.3408
C -0.9376 -1.7150 0.8960
C -0.6780 1.0130 -1.1328
H 1.0005 -1.3928 2.1094
H -1.4125 -2.6936 1.2839
H 0.0133 1.7020 -0.4121
H -1.9108 2.4097 -1.8908
N -1.3205 -1.1844 -0.3632
N -0.3991 -0.2715 -0.6179
N -1.6759 1.2356 -1.9354
Cl 1.8164 0.8625 0.5890
```

Results
- Lowest unoccupied orbital energy: 0.44 eV
- Spin multiplicity: 1
- Charge: 0
- Kohn-Sham gap: 9.7 eV
- SMILES: [H]/N=C/n1nccc1Cl

# 7
The following is a DFT calculation (ωB97M-V/def2-TZVPD) of C4H4ClN3 in the gas phase at a distorted geometry.

Structure (XYZ):
```
12
Properties=species:S:1:pos:R:3
C 0.3183 0.1211 -1.0713
C -0.2469 -0.9841 -1.6157
C -0.8514 -1.6118 -0.5083
C 0.4199 1.0769 1.2143
H -0.2235 -1.3186 -2.6340
H -1.4617 -2.4953 -0.5562
H 1.0639 1.8519 0.8060
H 0.4602 1.8017 2.9246
N -0.7092 -0.9491 0.6010
N 0.0546 0.1091 0.2735
N 0.0117 1.0147 2.4195
Cl 1.1642 1.3835 -1.8533
```

Results
- Lowest unoccupied orbital energy: 0.64 eV
- Spin multiplicity: 1
- Charge: 0
- Kohn-Sham gap: 10.3 eV
- SMILES: [H]/N=C/n1nccc1Cl

# 8
The following is a DFT calculation (ωB97M-V/def2-TZVPD) of C4H4ClNO2S in the gas phase at a distorted geometry.

Structure (XYZ):
```
13
Properties=species:S:1:pos:R:3
C -1.9848 -0.5064 0.1198
C -0.6525 -0.0744 -0.0329
C -2.7885 0.6653 0.3426
C 0.7514 -0.7432 -0.2977
N -1.9185 1.6946 0.2820
O -3.9629 0.8704 0.6225
O -0.6256 1.2517 0.0580
S 2.0276 -0.2472 0.8834
Cl -2.4921 -2.0904 0.0886
H 0.9884 -0.3292 -1.2550
H 0.7452 -1.8185 -0.2883
H -2.3172 2.6101 0.3279
H 1.4379 -0.8838 1.8216
```

Results
- Lowest unoccupied orbital energy (alpha / beta): 0.58 / -2.81 eV
- Spin multiplicity: 3
- Charge: 0
- Kohn-Sham gap (alpha / beta): 6.3 / 6.5 eV
- <S²>: 2.013

# 9
The following is a DFT calculation (ωB97M-V/def2-TZVPD) of a molecular structure, C4H4ClNOS at a distorted geometry.

Structure (XYZ):
```
12
Properties=species:S:1:pos:R:3
C -0.9942 0.3487 0.5051
C 0.6176 -1.0380 0.4842
C 0.8740 -0.1104 -0.4282
C -0.0946 0.8604 -0.4280
H -2.6618 0.8690 1.8146
H -2.3983 1.6853 0.4628
H 1.7685 -2.6606 2.0372
H 1.8459 0.0785 -0.8727
N -2.3057 0.8154 0.7635
O -0.5316 -0.6615 1.2023
S 1.6705 -2.4711 0.3050
Cl -0.4298 2.2814 -1.4167
```

Results
- Lowest unoccupied orbital energy: -0.02 eV
- Spin multiplicity: 1
- Charge: 0
- Kohn-Sham gap: 7.7 eV

# 10
The following is a DFT calculation (ωB97M-V/def2-TZVPD) of C4H4ClNS in the gas phase at a distorted geometry.

Structure (XYZ):
```
11
Properties=species:S:1:pos:R:3
C -0.0548 0.0152 1.4712
C -1.0937 -0.7663 0.9350
C 0.8224 0.2159 0.2194
C 0.1237 -0.4214 -0.9473
N -1.0335 -1.0552 -0.2704
S -0.3513 1.1374 -2.0913
Cl 2.1877 1.0893 0.1832
H 0.1614 0.3616 2.4833
H -1.8907 -1.3056 1.5155
H 0.4003 -1.1626 -1.5942
H 0.7286 1.8915 -1.9043
```

Results
- Lowest unoccupied orbital energy (alpha / beta): -0.71 / -0.71 eV
- Spin multiplicity: 1
- Charge: 0
- Kohn-Sham gap (alpha / beta): 8.2 / 8.2 eV
- SMILES: S[C@@H]1N=CC=C1Cl

# 11
The following is a DFT calculation (ωB97M-V/def2-TZVPD) of a molecular structure, C4H4CsMgO5 at a distorted geometry.

Structure (XYZ):
```
15
Properties=species:S:1:pos:R:3
O -1.6724 0.6378 0.1393
C -1.5376 0.9765 1.4231
C -2.2026 -0.6424 0.0764
O -0.6092 1.6322 1.8437
O -2.3097 0.2263 2.1762
C -2.8428 -0.8740 1.4078
Cs 3.7242 2.8831 1.5102
H 1.7008 -0.4470 -1.5882
H -2.2029 -1.1840 -0.8635
H -3.9388 -0.8051 1.4084
C 2.7645 -0.2719 -2.0169
O 3.6006 0.4922 -1.4233
O 3.1055 -0.8070 -3.0904
Mg 4.9667 -0.0001 -2.8947
H -2.5462 -1.8166 1.8920
```

Results
- Lowest unoccupied orbital energy (alpha / beta): -10.04 / -10.04 eV
- Spin multiplicity: 2
- Charge: +2
- Kohn-Sham gap (alpha / beta): 2.4 / 5.6 eV
- <S²>: 0.754

# 12
The following is a DFT calculation (ωB97M-V/def2-TZVPD) of a molecular structure, C4H4CuO at a distorted geometry.

Structure (XYZ):
```
10
Properties=species:S:1:pos:R:3
O -0.6830 -0.5680 1.9401
C -0.2995 -0.1419 0.8477
C -0.7730 -0.6206 -0.4351
C 0.0928 -1.1135 -1.3263
C 1.0568 -1.8611 -1.7727
H 0.6664 0.4008 0.8008
H -1.8372 -0.8614 -0.5131
H 1.6855 -1.5385 -2.6052
Cu 0.3658 -0.9194 3.5718
H 1.5907 -2.5302 -0.9928
```

Results
- Lowest unoccupied orbital energy (alpha / beta): -0.64 / -0.61 eV
- Spin multiplicity: 2
- Charge: 0
- Kohn-Sham gap (alpha / beta): 5.0 / 8.1 eV
- <S²>: 0.751

What are the calculated total energy values for these records? In order: -67179.940 -19448.832 -19451.349 -32332.609 -32711.665 -21202.225 -21204.449 -33149.479 -31104.776 -29057.825 -20426.902 -50894.856 eV.
What are the energy above the lowest of the compared OMol25 structures with the same formula, charge and spin values for these records? In order: 4.690 2.625 0.109 2.875 0.545 3.890 1.666 1.044 2.933 2.479 0.905 0.458 eV.